Entry 1:
{"formula": "C49H41BrN3O6Ti", "method": "ωB97M-V/def2-TZVPD", "symbols": ["Ti", "C", "C", "C", "O", "C", "C", "O", "C", "O", "C", "C", "C", "C", "C", "C", "C", "C", "C", "C", "C", "C", "C", "O", "C", "C", "C", "C", "C", "C", "C", "C", "C", "C", "C", "C", "H", "H", "H", "H", "H", "H", "H", "H", "H", "H", "H", "H", "H", "H", "H", "H", "H", "H", "H", "H", "H", "H", "H", "H", "H", "H", "H", "H", "C", "C", "C", "C", "C", "C", "N", "N", "C", "C", "C", "C", "C", "N", "H", "H", "H", "H", "H", "H", "H", "H", "H", "Br", "C", "C", "C", "C", "C", "C", "C", "O", "O", "H", "H", "H", "H"], "positions_angstrom": [[1.345, 0.164, -0.073], [-4.813, -0.269, 1.240], [-4.304, -0.664, -0.137], [-5.396, -1.196, -1.039], [-3.681, 0.448, -0.771], [-2.264, 0.271, -0.776], [-2.044, -1.000, 0.060], [-3.304, -1.654, -0.027], [-0.924, -1.968, -0.412], [0.292, -1.384, -0.090], [-0.961, -3.290, 0.369], [-1.624, -3.437, 1.581], [-1.519, -4.618, 2.306], [-0.747, -5.666, 1.831], [-0.073, -5.524, 0.625], [-0.180, -4.345, -0.095], [-1.065, -2.238, -1.912], [-2.150, -2.972, -2.393], [-2.319, -3.181, -3.752], [-1.397, -2.670, -4.658], [-0.304, -1.964, -4.186], [-0.135, -1.753, -2.821], [-1.532, 1.532, -0.256], [-0.189, 1.207, -0.154], [-1.621, 2.696, -1.245], [-0.776, 3.781, -1.015], [-0.757, 4.856, -1.884], [-1.593, 4.869, -2.996], [-2.439, 3.798, -3.227], [-2.452, 2.711, -2.355], [-2.084, 1.962, 1.103], [-1.442, 1.579, 2.273], [-1.956, 1.934, 3.515], [-3.120, 2.684, 3.596], [-3.759, 3.086, 2.429], [-3.243, 2.729, 1.193], [-5.531, 0.547, 1.159], [-3.991, 0.069, 1.871], [-5.298, -1.126, 1.712], [-6.184, -0.451, -1.156], [-5.829, -2.101, -0.611], [-4.971, -1.427, -2.016], [-1.936, 0.101, -1.806], [-1.815, -0.728, 1.096], [-2.235, -2.637, 1.973], [-2.045, -4.713, 3.248], [-0.664, -6.586, 2.398], [0.544, -6.330, 0.247], [0.359, -4.233, -1.028], [-2.864, -3.382, -1.691], [-3.171, -3.750, -4.103], [-1.528, -2.833, -5.721], [0.433, -1.575, -4.878], [0.744, -1.230, -2.476], [-0.114, 3.759, -0.157], [-0.077, 5.678, -1.700], [-1.577, 5.709, -3.681], [-3.092, 3.796, -4.092], [-3.126, 1.886, -2.548], [-0.522, 1.017, 2.225], [-1.425, 1.630, 4.409], [-3.520, 2.969, 4.562], [-4.661, 3.682, 2.483], [-3.742, 3.046, 0.286], [1.669, -0.305, 5.487], [2.133, 0.979, 5.235], [2.265, 1.461, 3.942], [1.927, 0.656, 2.847], [1.453, -0.641, 3.106], [1.331, -1.108, 4.402], [2.008, 1.102, 1.533], [2.345, 2.441, 1.404], [2.488, 2.777, 0.155], [2.909, 4.100, -0.234], [3.044, 4.414, -1.540], [2.779, 3.435, -2.547], [2.398, 2.197, -2.140], [2.253, 1.848, -0.837], [1.568, -0.669, 6.501], [2.400, 1.631, 6.060], [2.620, 2.464, 3.758], [1.166, -1.294, 2.289], [0.959, -2.114, 4.559], [3.107, 4.808, 0.560], [3.359, 5.411, -1.827], [2.867, 3.665, -3.599], [2.186, 1.406, -2.850], [8.200, -2.142, 1.582], [7.083, -1.773, 0.098], [7.644, -1.699, -1.169], [6.831, -1.423, -2.258], [5.469, -1.225, -2.081], [4.926, -1.311, -0.808], [5.728, -1.580, 0.295], [3.462, -1.076, -0.594], [2.983, -1.220, 0.550], [2.729, -0.686, -1.556], [8.707, -1.850, -1.297], [7.268, -1.358, -3.246], [4.821, -0.995, -2.915], [5.283, -1.627, 1.279]], "lowdin_charge": [1.20, 0.03, -0.57, 0.02, -0.01, -0.14, -0.15, -0.02, -0.37, -0.22, -0.12, -0.01, -0.08, -0.11, -0.08, -0.01, -0.14, -0.02, -0.08, -0.10, -0.07, -0.01, -0.37, -0.22, -0.13, -0.01, -0.08, -0.10, -0.09, -0.02, -0.13, -0.01, -0.06, -0.10, -0.09, -0.03, 0.09, 0.08, 0.09, 0.09, 0.09, 0.09, 0.16, 0.15, 0.11, 0.10, 0.09, 0.10, 0.13, 0.12, 0.10, 0.09, 0.10, 0.09, 0.12, 0.10, 0.09, 0.09, 0.11, 0.09, 0.10, 0.09, 0.10, 0.12, -0.13, -0.12, -0.04, -0.28, -0.05, -0.10, -0.14, 0.06, -0.39, -0.04, -0.11, -0.11, -0.14, -0.03, 0.08, 0.09, 0.09, 0.09, 0.10, 0.10, 0.09, 0.08, 0.11, 0.72, -0.68, -0.14, -0.07, -0.01, -0.11, -0.05, -0.57, -0.02, -0.08, 0.09, 0.10, 0.12, 0.12], "orbital_gap_ev": 6.0, "e_lumo_ev": 2.4, "e_tot_ha": -5931.290582, "total_charge": -1, "e_homo_ev": -3.6}

***

Entry 2:
{"formula": "C49H42AsBN5O2V", "method": "ωB97M-V/def2-TZVPD", "symbols": ["V", "C", "C", "C", "C", "N", "C", "N", "C", "N", "C", "N", "C", "C", "C", "C", "C", "N", "C", "C", "C", "C", "C", "C", "H", "H", "H", "H", "H", "H", "H", "H", "H", "H", "H", "H", "C", "C", "C", "C", "C", "C", "As", "C", "C", "C", "C", "C", "C", "C", "C", "C", "C", "C", "C", "H", "H", "H", "H", "H", "H", "H", "H", "H", "H", "H", "H", "H", "C", "C", "C", "O", "B", "O", "C", "C", "C", "H", "H", "H", "H", "H", "H", "H", "H", "H", "H", "H", "H", "C", "C", "C", "C", "C", "C", "C", "H", "H", "H", "H", "H"], "positions_angstrom": [[-0.105, 0.192, -0.298], [0.098, -3.631, 1.979], [-0.845, -3.488, 3.038], [-1.402, -2.280, 3.266], [-1.025, -1.103, 2.488], [-0.270, -1.318, 1.333], [0.299, -2.537, 1.186], [-1.375, 0.050, 2.956], [-1.051, 1.265, 2.376], [-0.749, 1.512, 1.049], [-0.696, 2.882, 0.866], [-0.656, 3.557, -0.332], [-0.664, 2.997, -1.499], [-0.839, 3.893, -2.640], [-0.881, 3.451, -3.911], [-0.707, 2.055, -4.160], [-0.523, 1.261, -3.071], [-0.525, 1.633, -1.766], [-0.877, 3.511, 2.097], [-0.911, 4.869, 2.502], [-1.155, 5.172, 3.810], [-1.390, 4.131, 4.775], [-1.380, 2.817, 4.411], [-1.121, 2.477, 3.055], [0.608, -4.560, 1.768], [-1.111, -4.338, 3.661], [-2.098, -2.104, 4.077], [0.990, -2.594, 0.347], [-0.953, 4.939, -2.386], [-1.029, 4.148, -4.730], [-0.667, 1.630, -5.153], [-0.277, 0.219, -3.252], [-0.739, 5.649, 1.768], [-1.174, 6.207, 4.134], [-1.582, 4.402, 5.809], [-1.564, 2.031, 5.135], [-3.000, -5.512, 0.258], [-3.194, -4.236, 0.767], [-2.627, -3.141, 0.131], [-1.867, -3.325, -1.018], [-1.671, -4.601, -1.530], [-2.240, -5.693, -0.889], [-1.096, -1.725, -1.815], [-2.488, -1.428, -3.157], [-3.726, -0.842, -2.951], [-4.588, -0.689, -4.029], [-4.211, -1.111, -5.299], [-2.964, -1.687, -5.507], [-2.099, -1.845, -4.430], [-0.718, -2.403, -4.501], [-0.066, -2.810, -5.659], [1.251, -3.247, -5.575], [1.915, -3.274, -4.354], [1.266, -2.874, -3.193], [-0.050, -2.452, -3.277], [-3.428, -6.368, 0.766], [-3.753, -4.088, 1.682], [-2.729, -2.156, 0.573], [-1.065, -4.749, -2.415], [-2.076, -6.690, -1.282], [-4.011, -0.488, -1.967], [-5.555, -0.222, -3.880], [-4.885, -0.978, -6.137], [-2.673, -1.998, -6.503], [-0.562, -2.768, -6.621], [1.773, -3.541, -6.478], [2.956, -3.564, -4.306], [1.787, -2.847, -2.244], [3.497, 1.324, 3.798], [2.953, 0.125, 3.037], [1.959, -0.627, 3.908], [2.280, 0.620, 1.876], [2.458, -0.268, 0.813], [3.392, -1.256, 1.209], [4.028, -0.815, 2.414], [4.372, -2.038, 3.247], [5.297, -0.071, 2.011], [2.657, 1.915, 4.164], [4.102, 1.961, 3.155], [4.098, 1.007, 4.656], [1.108, 0.022, 4.119], [2.415, -0.938, 4.852], [1.578, -1.513, 3.401], [3.494, -2.663, 3.398], [4.770, -1.752, 4.225], [5.130, -2.628, 2.728], [5.054, 0.793, 1.392], [5.928, -0.740, 1.424], [5.859, 0.272, 2.884], [1.806, -0.129, -0.560], [2.696, -0.244, -1.721], [3.733, -1.208, -1.795], [4.533, -1.355, -2.915], [4.354, -0.550, -4.036], [3.366, 0.427, -3.980], [2.571, 0.582, -2.855], [3.891, -1.855, -0.942], [5.309, -2.116, -2.911], [4.973, -0.671, -4.918], [3.211, 1.094, -4.823], [1.842, 1.379, -2.830]], "lowdin_spin": [2.13, 0.00, 0.00, 0.00, 0.00, 0.00, 0.00, 0.01, 0.01, 0.00, 0.00, 0.01, 0.00, 0.00, 0.00, 0.00, 0.01, 0.01, 0.01, 0.00, 0.01, 0.00, 0.00, 0.01, 0.00, 0.00, 0.00, 0.00, 0.00, 0.00, 0.00, 0.00, 0.00, 0.00, 0.00, 0.00, 0.00, 0.00, 0.00, 0.00, 0.00, 0.00, 0.04, 0.00, 0.00, 0.00, 0.00, 0.00, 0.00, 0.00, 0.00, 0.00, 0.00, 0.00, 0.01, 0.00, 0.00, 0.00, 0.00, 0.00, 0.00, 0.00, 0.00, 0.00, 0.00, 0.00, 0.00, 0.00, 0.00, 0.00, 0.00, 0.00, -0.04, -0.01, 0.00, 0.00, 0.00, 0.00, 0.00, 0.00, 0.00, 0.00, 0.00, 0.00, 0.00, 0.00, 0.00, 0.00, 0.00, -0.16, -0.02, -0.02, 0.00, -0.02, 0.00, -0.02, 0.00, 0.00, 0.00, 0.00, 0.00], "s_squared": 2.16, "orbital_gap_ev": [3.6, 3.7], "e_lumo_ev": [4.1, 4.1], "e_tot_ha": -5521.490768, "total_charge": -2, "e_homo_ev": [0.5, 0.4], "multiplicity": 3}

***

Result set for energy relative to the best compared isomer or geometry (same formula, charge and spin): 9.4, 0.0 kcal/mol, one per record in the order listed.